{"formula": "C13H18ClNO2", "method": "ωB97M-V/def2-TZVPD", "symbols": ["C", "C", "C", "C", "C", "N", "C", "O", "C", "C", "C", "Cl", "C", "C", "C", "O", "C", "H", "H", "H", "H", "H", "H", "H", "H", "H", "H", "H", "H", "H", "H", "H", "H", "H", "H"], "xyz": [[4.294, 0.170, 0.768], [2.853, -0.024, 1.232], [2.309, -1.429, 0.938], [1.458, -1.555, -0.335], [2.179, -1.107, -1.605], [0.221, -0.818, -0.184], [-0.991, -1.388, -0.313], [-1.141, -2.577, -0.531], [-2.182, -0.485, -0.141], [-3.391, -1.154, 0.020], [-4.578, -0.466, 0.180], [-6.059, -1.331, 0.384], [-4.581, 0.917, 0.175], [-3.389, 1.598, 0.006], [-2.183, 0.922, -0.152], [-0.994, 1.577, -0.325], [-0.989, 2.982, -0.437], [4.950, -0.536, 1.273], [4.389, 0.019, -0.303], [4.634, 1.177, 1.003], [2.817, 0.151, 2.309], [2.218, 0.731, 0.766], [1.681, -1.754, 1.770], [3.142, -2.129, 0.866], [1.163, -2.605, -0.446], [1.549, -1.304, -2.470], [2.394, -0.042, -1.574], [3.109, -1.656, -1.722], [0.283, 0.177, -0.047], [-3.366, -2.233, 0.008], [-5.503, 1.462, 0.298], [-3.415, 2.676, 0.001], [-1.607, 3.320, -1.273], [-1.323, 3.461, 0.488], [0.049, 3.254, -0.627]], "gap_ha": 0.342, "e_tot_ha": -1171.6120, "smiles": "CCC[C@H](C)NC(=O)c1cc(Cl)ccc1OC", "de_lowest_ev": 0.007, "molar_mass_g_mol": 255.75, "max_force_ev_per_a": 0.39}

{"formula": "C13H18F9NO10S4", "method": "ωB97M-V/def2-TZVPD", "symbols": ["O", "S", "O", "O", "C", "C", "N", "C", "S", "C", "F", "F", "C", "F", "F", "C", "F", "F", "C", "F", "F", "F", "O", "H", "H", "C", "C", "O", "S", "C", "O", "O", "H", "H", "H", "H", "H", "H", "H", "H", "C", "C", "O", "S", "C", "O", "O", "H", "H", "H", "H", "H", "H", "H", "H"], "xyz": [[1.028, 3.266, 3.239], [1.354, 3.384, 1.876], [0.331, 3.537, 0.918], [2.449, 4.529, 1.557], [3.742, 3.929, 1.646], [3.512, 2.626, 0.849], [3.387, 3.117, -0.568], [2.487, 2.608, -1.223], [1.530, 1.642, -1.975], [4.697, 1.642, 0.764], [5.725, 2.368, 0.274], [4.475, 0.663, -0.111], [5.223, 1.045, 2.097], [6.326, 0.350, 1.767], [5.635, 2.023, 2.918], [4.263, 0.049, 2.836], [3.240, -0.341, 2.074], [4.965, -1.052, 3.143], [3.706, 0.582, 4.194], [3.249, 1.823, 4.103], [4.619, 0.483, 5.148], [2.684, -0.210, 4.542], [2.307, 2.144, 1.360], [4.521, 4.544, 1.217], [3.928, 3.735, 2.704], [-3.462, 2.404, -1.409], [-3.318, 0.897, -1.502], [-3.916, 0.375, -2.704], [-3.116, 0.528, -4.072], [-4.083, -0.603, -5.014], [-1.800, -0.007, -3.905], [-3.319, 1.846, -4.589], [-2.869, 2.906, -2.174], [-3.125, 2.755, -0.433], [-4.501, 2.700, -1.556], [-2.272, 0.592, -1.437], [-3.844, 0.424, -0.676], [-3.967, -1.598, -4.592], [-3.710, -0.577, -6.035], [-5.122, -0.284, -4.985], [-0.755, -3.199, 1.168], [-1.106, -4.503, 0.477], [-2.528, -4.666, 0.308], [-3.231, -3.861, -0.873], [-4.761, -4.734, -0.855], [-2.546, -4.136, -2.098], [-3.459, -2.515, -0.445], [-0.988, -2.343, 0.536], [0.309, -3.171, 1.402], [-1.325, -3.089, 2.091], [-0.603, -4.588, -0.488], [-0.783, -5.344, 1.087], [-4.577, -5.768, -1.135], [-5.416, -4.256, -1.580], [-5.190, -4.669, 0.141]], "gap_ha": 0.357, "e_tot_ha": -3804.8013, "smiles": "O=S1(=O)OC[C@@](N=C=S)(C(F)(F)C(F)(F)C(F)(F)C(F)(F)F)O1.CCOS(C)(=O)=O.CCOS(C)(=O)=O", "molar_mass_g_mol": 647.53, "max_force_ev_per_a": 2.48}

{"formula": "C13H18FeN2O2S3", "method": "ωB97M-V/def2-TZVPD", "symbols": ["Fe", "C", "C", "S", "C", "C", "S", "C", "C", "S", "H", "H", "H", "H", "H", "H", "H", "H", "H", "H", "H", "H", "O", "C", "N", "C", "O", "C", "C", "C", "N", "C", "C", "H", "H", "H", "H", "H", "H"], "xyz": [[0.054, -0.321, -0.105], [0.408, 0.242, 3.351], [-0.954, 0.900, 3.233], [-1.896, 0.374, 1.749], [-2.495, 1.967, 1.094], [-1.419, 2.956, 0.677], [-0.201, 2.243, -0.488], [1.401, 2.695, 0.270], [1.670, 2.172, 1.671], [1.469, 0.355, 1.868], [0.319, -0.830, 3.532], [0.969, 0.679, 4.177], [-0.883, 1.985, 3.208], [-1.555, 0.628, 4.101], [-3.142, 2.413, 1.850], [-3.116, 1.684, 0.243], [-0.871, 3.359, 1.526], [-1.891, 3.790, 0.157], [1.460, 3.783, 0.269], [2.134, 2.316, -0.442], [1.038, 2.651, 2.415], [2.707, 2.387, 1.932], [0.117, -3.352, 0.778], [-0.255, -2.368, 0.408], [5.913, -0.965, -4.454], [4.593, -0.933, -4.694], [4.094, -1.059, -5.789], [3.669, -0.727, -3.500], [2.307, -0.717, -3.787], [1.406, -0.548, -2.758], [1.794, -0.392, -1.481], [3.101, -0.397, -1.206], [4.070, -0.558, -2.180], [6.527, -1.121, -5.239], [6.330, -0.864, -3.548], [1.987, -0.845, -4.812], [0.338, -0.530, -2.951], [3.380, -0.278, -0.165], [5.106, -0.552, -1.876]], "spin_multiplicity": 5, "gap_ha": [0.324, 0.271], "total_charge": 2, "e_tot_ha": -3223.9235, "de_lowest_ev": 0.565, "molar_mass_g_mol": 386.34, "max_force_ev_per_a": 1.58}

{"formula": "C13H18InN3O3S", "method": "ωB97M-V/def2-TZVPD", "symbols": ["In", "C", "C", "O", "C", "C", "C", "C", "C", "C", "O", "H", "H", "H", "H", "H", "H", "H", "C", "C", "C", "N", "N", "C", "N", "S", "H", "H", "H", "H", "H", "H", "H", "C", "O", "H", "H", "H", "H"], "xyz": [[-0.050, -0.161, -0.338], [2.219, 1.172, 3.122], [1.864, 1.022, 1.681], [0.674, 0.662, 1.438], [2.843, 1.249, 0.645], [4.184, 1.518, 0.995], [5.167, 1.581, 0.039], [4.843, 1.359, -1.302], [3.537, 1.114, -1.684], [2.528, 1.111, -0.731], [1.239, 1.069, -1.152], [1.360, 0.926, 3.738], [2.523, 2.201, 3.325], [3.054, 0.521, 3.383], [4.448, 1.668, 2.032], [6.189, 1.783, 0.326], [5.621, 1.382, -2.053], [3.266, 0.976, -2.722], [1.831, -5.135, -1.665], [1.264, -5.072, -0.239], [0.197, -4.032, -0.131], [0.400, -2.767, -0.090], [-0.792, -2.046, -0.035], [-1.896, -2.789, -0.067], [-3.138, -2.319, -0.045], [-1.500, -4.460, -0.117], [2.611, -5.892, -1.712], [2.261, -4.177, -1.953], [1.058, -5.403, -2.387], [2.051, -4.823, 0.473], [0.850, -6.040, 0.042], [-3.324, -1.334, 0.028], [-3.929, -2.943, -0.017], [-2.750, 1.786, -0.507], [-1.590, 1.139, -1.124], [-3.606, 1.674, -1.167], [-2.531, 2.834, -0.331], [-2.934, 1.293, 0.444], [-1.213, 1.723, -1.800]], "gap_ha": 0.285, "total_charge": 2, "e_tot_ha": -1483.9351, "de_lowest_ev": 0.000, "molar_mass_g_mol": 411.19, "max_force_ev_per_a": 0.98}

{"formula": "C13H18N2O4", "method": "ωB97M-V/def2-TZVPD", "symbols": ["C", "C", "O", "C", "N", "C", "O", "N", "C", "C", "C", "C", "C", "C", "C", "C", "C", "O", "O", "H", "H", "H", "H", "H", "H", "H", "H", "H", "H", "H", "H", "H", "H", "H", "H", "H", "H"], "xyz": [[-0.174, -0.130, 4.135], [-1.032, 1.263, 3.999], [-0.174, 2.442, 4.019], [-1.784, 1.399, 2.695], [-2.986, 0.562, 2.551], [-0.874, 0.931, 1.533], [0.376, 1.128, 1.473], [-1.402, 0.182, 0.497], [-0.677, -0.051, -0.680], [0.367, -1.228, -0.545], [1.462, -1.032, -1.595], [1.582, -1.982, -2.632], [2.517, -1.833, -3.671], [3.415, -0.776, -3.641], [3.399, 0.123, -2.516], [2.491, -0.126, -1.413], [-1.519, -0.351, -1.917], [-2.712, -0.634, -1.782], [-0.875, -0.409, -3.040], [0.207, -0.285, 5.187], [0.633, -0.125, 3.428], [-0.755, -1.101, 3.963], [-1.693, 1.343, 4.922], [0.618, 2.081, 3.435], [-2.212, 2.361, 2.544], [-2.746, -0.505, 2.567], [-3.746, 0.849, 3.238], [-2.415, 0.085, 0.398], [-0.133, 0.848, -0.939], [0.807, -1.266, 0.432], [-0.107, -2.204, -0.879], [0.874, -2.771, -2.731], [2.715, -2.536, -4.470], [4.075, -0.635, -4.506], [3.967, 1.071, -2.407], [2.647, 0.497, -0.563], [0.028, -0.356, -2.823]], "gap_ha": 0.372, "e_tot_ha": -916.6160, "smiles": "C[C@@H](O)[C@H](N)C(=O)N[C@@H](Cc1ccccc1)C(=O)O", "de_lowest_ev": 2.460, "molar_mass_g_mol": 266.30, "max_force_ev_per_a": 4.78}

{"formula": "C13H18N3O9P2PtS4Sb", "method": "ωB97M-V/def2-TZVPD", "symbols": ["Pt", "O", "P", "O", "O", "O", "P", "O", "O", "O", "H", "H", "S", "Sb", "S", "S", "S", "C", "C", "C", "C", "C", "C", "N", "H", "H", "H", "H", "H", "H", "H", "H", "O", "C", "N", "C", "O", "C", "C", "C", "C", "N", "C", "H", "H", "H", "H", "H", "H", "H", "H"], "xyz": [[10.478, 9.755, 10.293], [7.723, 10.901, 13.647], [8.183, 11.362, 12.198], [7.711, 12.773, 11.969], [9.659, 11.122, 11.960], [7.311, 10.399, 11.200], [7.481, 8.796, 11.455], [6.247, 8.231, 10.584], [7.277, 8.541, 12.928], [8.709, 8.321, 10.712], [7.621, 9.897, 13.537], [6.624, 7.574, 10.000], [8.924, 5.185, 7.138], [10.564, 6.541, 6.260], [10.932, 8.525, 8.051], [12.143, 9.653, 6.995], [8.825, 7.450, 4.988], [11.506, 6.242, 11.129], [12.482, 7.373, 11.253], [13.863, 7.235, 11.361], [14.435, 8.546, 11.341], [13.352, 9.406, 11.238], [13.328, 10.911, 11.336], [12.178, 8.714, 11.171], [12.071, 5.318, 11.182], [10.957, 6.354, 10.172], [10.741, 6.291, 11.913], [14.448, 6.335, 11.419], [15.496, 8.828, 11.344], [13.501, 11.207, 12.375], [12.318, 11.254, 11.122], [14.048, 11.362, 10.649], [5.726, 13.555, 10.391], [6.294, 14.467, 9.474], [6.192, 14.024, 8.103], [7.140, 13.360, 7.381], [6.950, 12.935, 6.263], [8.506, 13.198, 8.041], [9.410, 14.241, 8.042], [10.637, 13.999, 8.636], [10.877, 12.772, 9.189], [10.016, 11.748, 9.163], [8.863, 11.951, 8.558], [6.429, 13.129, 11.005], [7.335, 14.678, 9.751], [5.737, 15.427, 9.485], [5.284, 13.948, 7.710], [9.178, 15.187, 7.603], [11.419, 14.759, 8.785], [11.828, 12.572, 9.702], [8.257, 11.066, 8.494]], "spin_multiplicity": 5, "gap_ha": [0.233, 0.190], "total_charge": -2, "e_tot_ha": -3983.0036, "de_lowest_ev": 0.000, "molar_mass_g_mol": 867.35, "max_force_ev_per_a": 2.13}